Record 1
A molecular structure, C32H33AsN3O7PSTi, computed with ωB97M-V with the def2-TZVPD basis set.

Output
Spin multiplicity   2
Orbital gap (alpha / beta)   6.72 / 6.21 eV
Largest force on an atom   0.8 eV/A
HOMO level (alpha / beta)   -0.161 / -0.162 Eh
<S²>   0.802
Energy above the lowest of the compared OMol25 structures with the same formula, charge and spin   197.98 kJ/mol
Charge   -1

Last column: Mulliken spin population.
Geometry (Å):
1 H -1.203 3.129 -1.128  -0.001
2 H -6.083 3.824 -0.398  0.000
3 C 3.027 0.810 5.171  0.001
4 S -2.999 1.573 -2.261  0.000
5 H -4.381 2.584 1.737  0.000
6 H 3.359 -2.783 -2.004  -0.006
7 H -0.471 5.152 0.014  0.000
8 H -4.639 -2.768 1.087  0.000
9 H -2.939 -1.467 -4.873  0.000
10 H 4.601 -0.242 1.813  -0.002
11 H 1.178 5.015 1.869  0.000
12 C 3.587 1.014 -0.325  -0.081
13 C 3.745 -1.904 -1.477  0.028
14 C -2.739 -2.148 -2.873  0.000
15 C -3.564 2.518 1.018  0.000
16 C 4.829 0.206 -2.408  -0.124
17 C -5.034 -3.717 -0.558  0.000
18 As -4.312 2.039 -0.687  0.000
19 C 4.152 0.064 2.749  0.008
20 C 0.832 4.117 1.369  0.003
21 P 1.609 0.056 1.421  -0.036
22 H 2.070 -0.647 -1.950  0.046
23 H -6.487 1.193 0.210  0.000
24 H 4.929 2.126 -1.513  0.018
25 C 2.722 -0.012 -0.052  0.263
26 C -3.145 -1.901 -0.769  -0.001
27 H -4.729 4.395 -1.411  0.000
28 C 4.093 -3.031 0.739  0.021
29 C 2.786 0.325 2.807  0.005
30 H 5.651 -2.171 -0.368  -0.008
31 C -0.513 3.026 -0.300  0.002
32 C 2.713 -3.354 1.023  0.002
33 C -0.078 1.749 0.071  -0.020
34 O -2.151 -0.273 0.542  -0.001
35 C 4.589 -2.382 -0.323  -0.004
36 H -3.033 3.463 0.933  0.000
37 C -3.991 -2.888 -1.198  0.000
38 H 6.008 -0.026 3.815  0.000
39 O -5.654 -4.524 -1.224  0.000
40 H 2.096 2.818 2.500  0.000
41 C 2.235 0.681 4.043  0.005
42 C -5.638 0.698 -0.262  0.000
43 H 4.802 -3.352 1.497  0.001
44 H 2.578 1.097 6.114  0.000
45 C -5.395 3.560 -1.201  0.000
46 H -4.183 -3.694 -3.125  0.000
47 H -5.953 0.200 -1.177  0.000
48 H 2.538 -4.025 1.853  0.001
49 C -2.976 -1.226 0.545  0.000
50 O 0.370 0.935 -2.296  -0.001
51 O -3.684 -1.593 1.509  0.000
52 H 1.168 0.862 4.114  0.001
53 C 1.583 -2.869 0.445  0.020
54 O -5.255 -3.498 0.716  0.000
55 N -3.714 -3.025 -2.536  0.000
56 H 5.003 -1.686 -3.275  0.011
57 N 1.446 -2.019 -0.603  0.007
58 H 3.578 1.852 0.366  -0.008
59 C 0.895 1.717 1.089  0.012
60 H -5.949 3.309 -2.102  0.000
61 H -5.228 -0.029 0.436  0.000
62 H -2.866 1.737 1.314  0.000
63 C 4.947 0.182 3.884  0.000
64 H 0.623 -3.187 0.830  0.001
65 C -0.092 4.188 0.337  0.002
66 O 0.170 -1.522 -0.759  0.009
67 H 5.464 0.600 -3.196  -0.003
68 N -2.388 -1.452 -1.816  -0.001
69 Ti -0.750 0.029 -1.173  0.018
70 C 4.453 1.156 -1.418  0.438
71 H -1.287 -1.455 -4.241  0.000
72 C 1.338 2.876 1.727  0.018
73 H 5.015 0.656 5.977  0.000
74 C -2.220 -2.011 -4.258  0.000
75 O -0.440 0.020 -3.028  0.000
76 H -2.055 -2.994 -4.702  0.000
77 C 2.480 -1.116 -1.049  0.028
78 C 4.561 -1.119 -2.462  0.329
79 C 4.393 0.561 5.095  -0.001



Record 2
3 unconnected molecules or ions with the total composition C32H33BN2O8S2 in a non-equilibrium geometry, computed with ωB97M-V with the def2-TZVPD basis set.

Output
Spin multiplicity   1
Orbital gap   6.31 eV
Largest force on an atom   2.4 eV/A
HOMO level   -0.296 Eh
SMILES string   CN(C)B(O)c1ccc2c(c1)C(=O)C=C(CCCSC(=S)N1CCOCC1)C2=O.O=C1C=CC(=O)C=C1.O=C1C=CC(=O)C=C1
Charge   0

Last column: Mulliken charge in e.
Geometry (Å):
1 H -3.169 4.792 6.654  0.397
2 H 3.306 0.632 -6.942  0.347
3 H -3.994 0.535 7.157  0.415
4 H -2.342 -1.622 0.305  0.393
5 H -3.808 0.349 1.700  0.032
6 O 2.220 0.297 2.359  -0.440
7 H 2.582 0.403 -4.862  0.355
8 O -3.730 -1.420 -4.446  -0.598
9 H -3.804 -1.272 -1.731  0.439
10 H 7.458 -6.504 3.046  0.398
11 H 5.003 -4.756 6.205  0.415
12 O -3.542 2.822 8.299  -0.551
13 H 3.879 -0.471 1.462  0.305
14 C 6.274 -5.776 4.741  0.318
15 O -3.698 2.229 3.041  -0.410
16 H 0.912 0.226 -4.410  0.266
17 C -3.840 1.362 6.477  -0.409
18 N 0.976 -1.534 0.774  0.119
19 H -1.853 -0.141 -0.434  0.176
20 H -3.245 4.515 4.181  0.424
21 C -3.880 1.214 5.155  -0.195
22 C -3.748 -0.353 -2.309  -0.217
23 C 1.718 0.851 1.165  -0.600
24 H -3.826 2.026 0.019  0.363
25 B 0.098 1.498 -6.824  0.545
26 C -3.839 2.034 -2.584  -0.461
27 H 6.897 -4.591 1.554  0.419
28 C 3.028 -0.822 2.064  0.031
29 C 5.627 -3.573 3.019  0.490
30 H 2.507 1.398 0.626  0.335
31 C -0.041 -1.657 1.706  0.304
32 C -2.615 0.700 -4.295  0.579
33 C 6.514 -4.671 2.563  -0.362
34 O 5.352 -2.642 2.289  -0.487
35 H 0.397 2.860 -8.201  0.335
36 H 1.820 -0.299 -0.637  0.389
37 H -2.382 4.013 -3.684  0.479
38 H 2.909 -2.172 0.408  0.341
39 N 1.286 0.746 -6.464  -0.116
40 C -3.577 2.685 7.096  0.323
41 C -3.415 -0.462 -3.761  -0.382
42 S -0.282 -2.989 2.619  -0.314
43 H 2.773 2.273 -6.702  0.348
44 C -1.009 1.699 -5.692  0.500
45 S -1.245 -0.315 1.944  0.046
46 H 2.338 1.365 -8.222  0.371
47 C 1.115 -0.195 0.195  -0.381
48 C 2.289 -1.938 1.278  -1.130
49 C 5.387 -4.677 5.196  -0.423
50 H 2.270 -2.843 1.875  0.336
51 H -1.502 -0.400 -5.729  0.546
52 C -4.224 1.044 -0.248  -0.728
53 H 4.442 -2.845 4.714  0.398
54 H 1.629 1.864 -4.666  0.383
55 C -3.664 2.365 4.246  0.364
56 H -0.726 3.805 -5.456  0.417
57 C -2.307 -0.542 0.472  -0.419
58 H -4.459 -0.898 0.686  0.408
59 C -1.694 0.571 -5.292  -0.555
60 C -3.360 3.836 6.184  -0.389
61 C 2.476 1.315 -7.147  -1.069
62 O -0.064 2.021 -8.099  -0.606
63 C -2.842 1.927 -3.711  0.957
64 O 6.549 -6.705 5.468  -0.537
65 H 3.478 -1.243 2.955  0.094
66 C 5.087 -3.656 4.399  -0.199
67 O -4.528 3.025 -2.429  -0.589
68 C -3.932 0.816 -1.707  0.526
69 C 6.814 -5.693 3.360  -0.399
70 H 0.201 0.163 -0.265  -0.015
71 C -3.401 3.688 4.862  -0.420
72 C -3.753 -0.067 0.695  -0.465
73 C -2.192 3.044 -4.124  -0.968
74 C -1.257 2.919 -5.130  -0.848
75 C 1.585 0.828 -5.014  -1.008
76 H -5.309 1.142 -0.141  0.394
77 H -4.070 0.258 4.684  0.439
78 H 0.973 1.588 1.457  0.431



Record 3
A molecular structure, C32H33CaF4N5O4 in a non-equilibrium geometry, computed with ωB97M-V with the def2-TZVPD basis set.

Output
Spin multiplicity   1
Orbital gap   6.46 eV
Largest force on an atom   2.7 eV/A
HOMO level   -0.070 Eh
Energy above the lowest of the compared OMol25 structures with the same formula, charge and spin   227.13 kJ/mol
Charge   -2

Last column: Mulliken charge in e.
Geometry (Å):
1 C 2.468 2.224 2.773  0.387
2 H 0.577 0.991 -2.455  0.174
3 C -2.285 -0.178 -3.532  0.793
4 H 2.983 -1.327 -0.753  0.697
5 N -0.020 -2.666 -1.419  2.052
6 H 1.976 -3.284 -1.068  0.305
7 O -1.464 4.233 -0.817  -0.806
8 H -3.907 1.390 -6.104  0.352
9 H -0.561 -3.949 1.189  0.503
10 C -3.538 -3.456 -2.164  -1.053
11 C -0.591 3.372 -0.849  0.224
12 C 1.744 1.406 1.955  0.216
13 H 1.718 -0.703 -1.789  0.596
14 H -1.676 -3.862 -1.645  0.505
15 H 2.631 2.847 -1.427  0.356
16 H -2.573 -2.514 4.902  0.524
17 C -3.272 0.153 -4.460  -0.576
18 H -3.938 -3.939 -0.105  0.485
19 N 1.446 -0.229 0.251  0.769
20 C 0.623 -1.873 2.960  -0.337
21 C -3.530 -3.210 -0.798  -1.145
22 C -0.499 -3.105 4.664  -0.360
23 F 4.459 0.154 -0.137  -0.412
24 H 1.592 -3.347 4.179  0.425
25 C 0.788 3.775 -1.379  -0.351
26 H 1.196 4.472 -0.640  0.269
27 H -2.993 -1.875 0.760  1.099
28 H -1.756 2.661 -6.152  0.367
29 H 4.422 2.986 3.332  0.476
30 H -0.914 -2.625 -3.281  -0.210
31 H -2.176 -4.352 0.607  0.425
32 C -2.428 -1.013 -1.140  -0.658
33 C 3.846 2.354 2.671  -0.743
34 H -0.512 -3.870 5.433  0.383
35 C -2.978 -2.020 -0.321  -0.610
36 C -1.586 -1.420 3.370  0.328
37 F 0.406 1.364 2.110  -0.322
38 F 1.817 2.936 3.715  -0.342
39 H 1.846 -3.980 -3.109  0.291
40 H 0.299 -4.819 -3.292  0.297
41 H -4.215 -0.378 -4.407  0.399
42 H 1.403 1.880 -0.999  -0.573
43 C 0.826 -3.881 -3.488  -1.754
44 C -3.110 1.158 -5.408  -0.906
45 C 0.100 -2.674 -2.876  -0.018
46 O -0.694 2.144 -0.470  -0.456
47 C -2.563 -1.260 -2.528  1.394
48 C 0.666 -2.830 3.961  -0.986
49 H -0.279 -0.366 -1.950  -0.975
50 C -1.640 -2.381 4.373  -0.751
51 H 1.075 -2.728 0.338  -0.007
52 N 1.668 2.626 -1.638  -0.268
53 C -1.084 0.554 -3.561  -0.306
54 N -0.482 -1.195 2.650  0.706
55 H 0.594 -1.760 -3.194  0.291
56 H -3.915 -4.394 -2.559  0.310
57 H -0.255 -4.749 -1.074  0.562
58 C 4.415 1.606 1.661  0.334
59 C -1.915 1.871 -5.426  -0.504
60 H -1.652 -2.664 0.647  0.402
61 H 0.887 -3.748 -4.572  0.505
62 O -3.774 -0.704 3.852  -0.824
63 C -2.811 -0.539 3.101  0.222
64 C 1.916 -1.140 -0.800  -1.812
65 H 1.498 -1.622 2.369  0.371
66 H 0.615 4.342 -2.294  0.321
67 Ca -1.348 0.455 0.454  2.108
68 C -3.067 -2.469 -3.024  -0.311
69 C -1.324 -3.685 0.456  -1.949
70 F 5.755 1.693 1.472  -0.377
71 C 2.284 0.563 0.915  -0.380
72 H 0.018 2.118 -4.518  0.408
73 N -0.031 0.228 -2.727  0.361
74 O -2.694 0.282 2.137  -0.844
75 C -0.816 -3.802 -0.973  -1.175
76 C -0.921 1.571 -4.512  -0.600
77 C 3.709 0.770 0.822  0.202
78 H -3.094 -2.639 -4.097  0.249
79 C 1.252 -2.527 -0.718  -0.745